(1)
{"formula": "C2H4ClFS", "method": "wB97M-V/def2-TZVPD", "de_lowest_kcal_mol": 24.2, "lumo_ev": -0.34, "energy_ev": -28212.89947, "e_homo_ev": -9.76, "smiles": "FC=S.CCl", "spin_multiplicity": 1, "symbols": ["F", "C", "S", "H", "C", "Cl", "H", "H", "H"], "coordinates": [[-4.56218, 1.40512, -0.37633], [-4.36444, 0.40214, 0.48950], [-4.56736, -1.10027, -0.00097], [-3.97837, 0.75476, 1.43551], [0.51444, -0.22028, -0.25645], [0.33518, -1.98040, 0.06420], [1.61712, -0.00891, -0.40851], [0.00107, 0.25054, 0.64510], [-0.09029, 0.02652, -1.15714]], "atomic_forces_ev_per_a": [[0.0, 0.3, 0.5], [0.1, -0.6, -1.2], [0.0, 0.1, 0.5], [-0.1, 0.2, 0.2], [-0.4, 0.3, 0.5], [0.1, 0.1, -0.2], [-1.6, 0.0, 0.4], [1.2, -0.2, -1.3], [0.7, -0.2, 0.6]]}


(2)
{"formula": "CH2OS3", "method": "wB97M-V/def2-TZVPD", "de_lowest_kcal_mol": 87.0, "lumo_ev": -1.21, "energy_ev": -35617.26366, "e_homo_ev": -9.52, "spin_multiplicity": 1, "symbols": ["C", "O", "S", "S", "S", "H", "H"], "coordinates": [[-0.81615, 0.05664, -0.28677], [0.93097, -0.10586, 1.62116], [2.27234, -1.09089, -0.84741], [0.02382, 1.58039, -0.64114], [0.86785, -0.18718, 0.16099], [-1.99057, 0.46813, 0.95991], [-1.28826, -0.72122, -0.96675]], "atomic_forces_ev_per_a": [[-3.4, -0.8, 1.8], [0.6, -0.3, -1.1], [-1.4, 0.5, 0.5], [0.7, -0.2, -0.8], [0.0, 0.8, 1.8], [2.9, -1.6, -2.7], [0.5, 1.6, 0.5]]}


(3)
{"formula": "C17H21N3O5S", "method": "wB97M-V/def2-TZVPD", "de_lowest_kcal_mol": 93.9, "lumo_ev": 0.44, "energy_ev": -43511.01546, "e_homo_ev": -7.75, "smiles": "COc1cc(-c2nnc(SCC(=O)N3CCCC3)o2)cc(OC)c1OC", "spin_multiplicity": 1, "symbols": ["C", "O", "C", "C", "C", "C", "N", "N", "C", "S", "C", "C", "O", "N", "C", "C", "C", "C", "O", "C", "C", "O", "C", "C", "O", "C", "H", "H", "H", "H", "H", "H", "H", "H", "H", "H", "H", "H", "H", "H", "H", "H", "H", "H", "H", "H", "H"], "coordinates": [[5.18155, -3.62815, -2.07587], [4.25198, -4.19437, -1.18251], [3.26861, -3.39744, -0.69222], [3.10849, -2.06274, -1.00711], [2.06007, -1.34513, -0.43361], [1.91203, 0.04653, -0.76263], [2.66759, 0.75811, -1.54457], [2.17527, 2.00810, -1.56875], [1.13541, 2.01050, -0.79544], [0.11881, 3.36052, -0.44180], [-1.15093, 2.50281, 0.57075], [-2.11468, 3.50808, 1.19197], [-2.09864, 3.73262, 2.38656], [-2.98001, 4.09717, 0.35550], [-3.13614, 3.87169, -1.06906], [-4.11113, 4.96380, -1.50717], [-4.97277, 5.17134, -0.26319], [-3.95346, 5.05293, 0.86303], [0.89486, 0.79820, -0.24392], [1.17710, -1.96474, 0.44293], [1.32325, -3.30787, 0.76498], [0.46536, -3.96193, 1.61347], [-0.56813, -3.23116, 2.22620], [2.38085, -4.04251, 0.20348], [2.67450, -5.35191, 0.39793], [2.03848, -6.11659, 1.39662], [5.86615, -4.43485, -2.33242], [4.69439, -3.26160, -2.98467], [5.74061, -2.81056, -1.61040], [3.76838, -1.54323, -1.67925], [-1.67066, 1.79062, -0.07057], [-0.63597, 1.98656, 1.38002], [-3.56520, 2.87701, -1.24768], [-2.17977, 3.94201, -1.59049], [-3.56416, 5.87806, -1.73775], [-4.68900, 4.67188, -2.38123], [-5.71744, 4.37834, -0.18435], [-5.48271, 6.13148, -0.25886], [-3.45777, 6.00989, 1.05832], [-4.37069, 4.68850, 1.80350], [0.37496, -1.38371, 0.86604], [-0.17792, -2.41400, 2.84093], [-1.27331, -2.83194, 1.49011], [-1.08510, -3.94540, 2.86559], [2.55225, -7.07778, 1.38163], [2.14607, -5.66264, 2.38400], [0.97860, -6.26651, 1.18198]], "atomic_forces_ev_per_a": [[0.1, 0.1, -0.1], [-0.3, 0.0, 0.2], [-0.1, -0.2, 0.2], [-0.1, 0.1, 0.0], [-0.2, -0.8, 0.3], [0.4, 0.8, -0.6], [0.3, -1.7, 0.4], [-1.0, 1.4, 0.2], [0.3, -0.1, -0.3], [-0.3, 0.2, 0.3], [0.4, 0.0, -0.1], [0.3, -0.3, -0.1], [0.1, 0.0, 0.3], [-0.2, 0.3, 0.0], [0.0, -0.3, -0.5], [-0.1, -0.1, 0.1], [0.2, 0.0, 0.0], [-0.2, 0.2, 0.4], [0.2, -0.1, -0.1], [0.1, 0.2, -0.1], [0.1, -0.2, 0.0], [0.4, 0.0, -0.3], [-0.2, 0.1, 0.1], [0.1, 0.0, -0.1], [0.0, 0.4, -0.3], [-0.2, -0.4, 0.3], [0.0, 0.1, 0.0], [0.0, 0.0, 0.0], [0.0, 0.0, 0.0], [0.1, 0.0, -0.1], [0.0, 0.0, 0.1], [-0.2, 0.1, -0.1], [0.1, 0.1, -0.1], [-0.1, -0.1, 0.0], [0.0, 0.0, 0.0], [0.0, 0.0, -0.1], [0.0, 0.0, 0.0], [-0.1, 0.0, 0.0], [-0.1, 0.0, 0.1], [0.0, 0.1, -0.1], [-0.1, 0.0, 0.1], [0.0, 0.0, 0.0], [0.0, 0.0, 0.0], [0.0, 0.1, 0.0], [0.0, 0.1, 0.0], [0.0, 0.0, -0.1], [0.1, 0.0, 0.0]]}


(4)
{"formula": "CHF2NO2", "method": "wB97M-V/def2-TZVPD", "de_lowest_kcal_mol": 64.7, "lumo_ev": [0.24, -0.38], "energy_ev": -12067.62683, "e_homo_ev": [-9.24, -8.86], "spin_multiplicity": 1, "symbols": ["C", "N", "O", "O", "F", "F", "H"], "coordinates": [[-0.14884, 0.62491, 0.79012], [0.19024, -0.68530, -1.10506], [1.06255, -1.37734, -0.80148], [-0.65508, -0.53806, -1.93290], [1.04350, 0.40622, 1.26197], [-1.15263, 0.10220, 1.50237], [-0.33974, 1.46738, 0.28499]], "atomic_forces_ev_per_a": [[0.1, -4.6, -0.2], [-2.9, 4.2, 3.2], [1.9, -2.5, -0.9], [0.6, -1.1, -1.0], [-0.1, 0.2, 0.6], [1.0, 0.4, -0.3], [-0.6, 3.3, -1.4]]}